Entry 1:
Here is a molecular structure, C22H19AlBr2CaCl2F2N2O6P from the OMol25 dataset. Energies are from ωB97M-V/def2-TZVPD.

Computed properties:
LUMO level ... -0.2879 Ha
Spin multiplicity ... 1
Net charge ... +1

The geometry in XYZ format:
```
58
Properties=species:S:1:pos:R:3:lowdin_charge:R:1
C -2.205 -1.911 3.376 -0.25
C -1.372 -2.036 2.146 -0.78
Cl -1.529 -3.495 1.146 0.63
C -0.496 -1.109 1.766 -0.64
Cl -0.306 0.332 2.706 0.83
C 0.399 -1.187 0.607 -0.21
C 1.473 -2.039 0.698 0.01
C 2.402 -2.159 -0.287 0.05
C 2.316 -1.416 -1.449 -0.08
C 3.329 -1.448 -2.504 -0.17
C 3.928 -0.238 -2.773 -0.04
C 4.893 -0.082 -3.685 -0.03
C 5.304 -1.208 -4.396 -0.02
C 4.721 -2.423 -4.156 -0.06
C 3.732 -2.564 -3.209 0.00
C 1.223 -0.552 -1.565 -0.01
C 0.283 -0.445 -0.550 -0.05
C -0.835 0.505 -0.739 -0.34
O -1.978 0.317 -0.381 0.03
C -0.454 1.750 -1.469 -0.32
P -1.190 3.305 -1.001 0.29
O -0.294 4.499 -1.583 -0.31
Br -1.146 3.477 1.177 0.68
C 0.443 1.668 -2.439 0.05
C 1.030 0.327 -2.767 -0.30
O 1.305 0.031 -3.896 0.19
H -1.605 -1.738 4.264 0.10
H -2.913 -1.076 3.297 0.06
H -2.836 -2.815 3.472 -0.14
H 1.585 -2.600 1.614 0.14
H 3.235 -2.832 -0.149 0.14
H 3.606 0.642 -2.210 0.11
H 5.288 0.925 -3.807 0.08
H 6.099 -1.102 -5.117 0.12
H 5.078 -3.265 -4.727 0.11
H 3.276 -3.523 -3.021 0.12
H 0.662 4.317 -1.507 0.07
H 0.791 2.529 -2.995 0.14
C 2.969 3.174 1.334 0.09
C 2.947 2.309 -0.004 -0.59
O 2.681 3.015 -0.989 0.13
O 3.193 1.128 0.152 0.18
H 2.751 4.212 1.113 0.09
H 2.172 2.768 2.021 0.06
H 3.957 3.108 1.789 0.10
Al -3.798 -2.052 1.094 0.59
C -7.279 -0.593 3.867 -0.69
O -6.176 -0.757 4.349 0.02
N -7.992 -1.618 3.311 0.15
N -7.903 0.633 3.846 0.14
H -8.906 -1.512 2.914 0.09
H -7.565 -2.528 3.320 0.11
H -7.410 1.403 4.257 0.10
H -8.816 0.787 3.462 0.09
F 0.568 2.831 2.409 -0.77
Br -3.980 -4.483 2.851 -0.13
Ca -3.656 4.067 -1.352 1.46
F 5.001 2.749 -3.627 -0.41
```

Entry 2:
Here is a molecular structure, C22H19AsBrN3OS4V from the OMol25 dataset. Energies are from ωB97M-V/def2-TZVPD.

Computed properties:
LUMO level (spin up / spin down) ... 0.1351 / 0.1349 Ha
Spin multiplicity ... 4
Net charge ... -2

The geometry in XYZ format:
```
52
Properties=species:S:1:pos:R:3:lowdin_charge:R:1
V -0.991 0.817 0.351 0.07
O -0.414 -0.201 5.166 -0.11
C -0.790 -0.104 3.797 -0.19
C 0.521 0.140 3.041 -0.21
C 1.712 0.258 3.767 -0.05
C 2.837 0.692 3.113 -0.12
C 2.791 0.842 1.722 -0.11
C 1.638 0.521 1.052 -0.21
N 0.490 0.220 1.683 -0.02
H -0.978 0.438 5.647 0.10
H -1.476 0.730 3.598 0.09
H -1.199 -1.031 3.410 0.09
H 1.702 0.006 4.819 0.10
H 3.760 0.886 3.644 0.08
H 3.725 1.130 1.181 0.11
H 1.592 0.423 -0.033 0.11
S -4.881 1.019 2.858 -0.27
As -3.984 0.713 1.021 -0.50
S -2.333 2.251 1.265 0.12
S -2.537 -0.980 0.649 -0.03
S -5.315 1.109 -0.589 -0.28
C -1.879 -0.502 -3.834 -0.10
C -2.215 0.778 -4.254 -0.09
C -1.677 1.888 -3.581 0.00
C -0.988 1.682 -2.355 -0.23
N -1.006 0.462 -1.797 0.00
C -1.394 -0.634 -2.518 -0.21
C -0.312 2.732 -1.594 -0.23
C -0.165 4.053 -2.048 -0.04
C 0.731 4.938 -1.389 -0.13
C 1.315 4.557 -0.189 -0.14
C 1.019 3.325 0.342 -0.13
C 0.127 2.436 -0.292 -0.26
H -1.986 -1.468 -4.407 0.11
H -2.762 0.995 -5.150 0.09
H -1.831 2.879 -3.981 0.09
H -1.179 -1.613 -2.090 0.03
H -0.627 4.293 -3.009 0.08
H 1.044 5.846 -1.930 0.08
H 2.039 5.203 0.298 0.08
H 1.443 3.008 1.292 0.08
Br 1.139 -2.454 -2.957 0.78
C 1.083 -3.900 -1.667 -0.68
C 2.158 -4.857 -1.686 -0.13
C 2.141 -5.875 -0.764 -0.11
C 1.156 -5.908 0.238 -0.07
C 0.224 -4.861 0.246 -0.10
N 0.172 -3.906 -0.731 0.06
H 2.933 -4.753 -2.447 0.09
H 2.902 -6.688 -0.801 0.11
H 1.046 -6.766 0.859 0.08
H -0.523 -4.770 1.037 0.11
```

Entry 3:
Here is a molecular structure, C22H19BiN7O9S2 from the OMol25 dataset. Energies are from ωB97M-V/def2-TZVPD.

Computed properties:
LUMO level ... 0.0758 Ha
Spin multiplicity ... 1
Energy above the lowest of the compared OMol25 structures with the same formula, charge and spin ... 55.05 kcal/mol
Net charge ... -1

The geometry in XYZ format:
```
60
Properties=species:S:1:pos:R:3:lowdin_charge:R:1
Bi -0.607 0.701 0.409 1.90
O -3.394 -2.727 0.189 0.03
C -2.363 -2.054 0.137 -0.48
N -2.207 -0.841 0.671 -0.14
C -3.252 -0.406 1.586 -0.16
C -2.600 -0.030 2.893 -0.26
C -3.255 0.037 4.116 -0.01
C -2.549 0.463 5.227 -0.05
C -1.201 0.783 5.109 -0.05
C -0.612 0.666 3.866 -0.11
N -1.307 0.269 2.803 -0.04
C -1.143 -2.760 -0.426 -0.07
C -1.065 -4.097 -0.076 0.00
C -0.040 -4.915 -0.514 -0.05
C 0.864 -4.363 -1.403 -0.04
C 0.768 -3.037 -1.743 -0.02
N -0.165 -2.211 -1.203 -0.03
H -3.758 0.481 1.194 0.11
H -3.979 -1.206 1.720 0.12
H -4.303 -0.221 4.183 0.12
H -3.045 0.556 6.185 0.11
H -0.627 1.131 5.955 0.10
H 0.434 0.891 3.685 0.12
H -1.862 -4.475 0.545 0.12
H 0.028 -5.941 -0.183 0.10
H 1.663 -4.945 -1.839 0.11
H 1.431 -2.592 -2.460 0.11
C 6.623 4.088 2.824 -0.06
C 5.693 3.584 1.754 -0.27
C 4.325 3.824 1.827 -0.03
C 3.461 3.327 0.867 -0.04
C 3.979 2.562 -0.162 -0.29
C 5.338 2.331 -0.279 -0.05
C 6.191 2.849 0.679 -0.04
S 2.907 1.910 -1.407 0.69
O 3.599 1.999 -2.667 -0.30
O 1.628 2.582 -1.336 -0.33
N 2.700 0.279 -1.114 -0.12
C 2.181 -0.461 -2.219 -0.22
C 2.772 -0.410 0.230 -0.75
O 2.475 -1.605 0.173 0.00
O 3.058 0.335 1.175 -0.02
H 6.114 4.792 3.481 0.07
H 7.496 4.576 2.389 0.08
H 6.983 3.253 3.429 0.08
H 3.920 4.417 2.638 0.11
H 2.400 3.529 0.918 0.12
H 5.707 1.760 -1.121 0.12
H 7.260 2.691 0.593 0.11
H 2.511 0.026 -3.135 0.13
H 2.606 -1.460 -2.146 0.10
O 0.740 -0.579 -2.448 -0.15
N -0.178 -0.891 -1.437 -0.13
S -3.312 3.348 -2.535 0.59
C -2.578 2.343 -1.561 -0.95
N -2.079 1.551 -0.843 -0.15
O -3.248 2.763 1.948 -0.01
N -2.139 3.149 2.321 -0.57
O -1.980 3.875 3.303 0.00
O -1.094 2.814 1.644 -0.25
```

Entry 4:
Here is a molecular structure, C22H19BrCoF5NO2SSi2 from the OMol25 dataset. Energies are from ωB97M-V/def2-TZVPD.

Computed properties:
LUMO level (spin up / spin down) ... 0.0897 / 0.0730 Ha
Spin multiplicity ... 5
Energy above the lowest of the compared OMol25 structures with the same formula, charge and spin ... 21.66 kcal/mol
Net charge ... -1

The geometry in XYZ format:
```
54
Properties=species:S:1:pos:R:3:lowdin_charge:R:1
Co -0.268 -0.001 -0.018 0.42
C 3.015 -0.818 1.050 -0.21
Si 2.140 0.021 -0.378 0.50
C 2.986 -0.471 -1.970 -0.24
C 2.547 1.883 -0.206 -0.30
C 3.894 2.286 -0.162 -0.12
C 4.255 3.623 -0.064 -0.11
C 3.266 4.600 0.000 -0.11
C 1.930 4.223 -0.038 -0.11
C 1.545 2.873 -0.144 -0.31
Si -0.294 2.400 -0.232 0.53
C -1.118 3.219 1.246 -0.23
C -0.939 3.356 -1.725 -0.25
H 4.061 -0.482 1.093 0.02
H 3.000 -1.906 0.934 0.01
H 2.525 -0.560 1.993 0.03
H 4.050 -0.192 -1.922 0.02
H 2.529 0.054 -2.818 0.03
H 2.902 -1.548 -2.146 0.00
H 4.683 1.535 -0.205 0.09
H 5.302 3.905 -0.038 0.09
H 3.539 5.648 0.079 0.09
H 1.165 4.997 0.017 0.09
H -0.943 4.303 1.232 0.02
H -0.718 2.816 2.183 0.03
H -2.204 3.051 1.244 0.02
H -0.667 4.418 -1.620 0.02
H -2.028 3.289 -1.817 0.01
H -0.496 2.980 -2.654 0.02
Br -2.673 0.087 -2.794 0.76
C -3.296 -0.033 -1.016 -0.72
C -4.663 0.065 -0.797 -0.11
C -5.114 0.023 0.502 -0.05
C -4.189 -0.115 1.521 0.01
C -2.852 -0.221 1.196 -0.18
N -2.404 -0.181 -0.057 -0.01
C -1.793 -0.307 2.298 -0.59
O -2.183 -0.383 3.445 0.06
O -0.569 -0.284 1.886 -0.13
H -5.338 0.165 -1.635 0.10
H -6.174 0.104 0.712 0.11
H -4.457 -0.143 2.568 0.12
F -0.451 -7.330 1.148 0.11
C -0.390 -6.126 0.572 -0.16
C 0.823 -5.531 0.324 -0.15
F 1.949 -6.169 0.667 0.11
C 0.874 -4.289 -0.283 -0.24
F 2.087 -3.776 -0.506 0.07
C -0.264 -3.593 -0.677 -0.53
S -0.209 -2.088 -1.562 0.59
C -1.470 -4.226 -0.387 -0.25
F -2.630 -3.642 -0.706 0.07
C -1.542 -5.467 0.215 -0.15
F -2.730 -6.042 0.452 0.10
```

no.,energy (eV),largest force on an atom (eV Å⁻¹),molar mass (g mol⁻¹)
1,-243260.2535,2.1,774.15
2,-229550.6882,2.1,675.45
3,-79487.5703,0.9,798.55
4,-176556.9925,1.2,651.46